(1)
C29H32BrGaN4O7S3 | ωB97M-V with the def2-TZVPD basis set

Atoms and positions in Å:
Ga: -0.78 -0.81 0.02
C: 4.92 -2.30 1.98
C: 4.28 -3.39 1.11
N: 2.82 -3.45 1.23
C: 2.25 -4.44 2.14
C: 1.94 -3.88 3.53
C: 2.06 -2.58 0.55
S: 0.33 -2.75 0.69
N: 2.73 -1.71 -0.21
C: 2.24 -0.57 -0.67
O: 1.14 -0.03 -0.34
C: 3.15 0.20 -1.56
C: 3.15 1.58 -1.51
C: 4.01 2.31 -2.33
C: 4.85 1.64 -3.21
C: 4.84 0.26 -3.27
C: 4.00 -0.47 -2.44
H: 5.99 -2.26 1.79
H: 4.77 -2.50 3.04
H: 4.49 -1.34 1.73
H: 4.67 -4.37 1.39
H: 4.52 -3.19 0.07
H: 2.96 -5.26 2.22
H: 1.33 -4.83 1.70
H: 2.84 -3.47 3.99
H: 1.55 -4.67 4.17
H: 1.19 -3.09 3.45
H: 2.45 2.09 -0.85
H: 4.01 3.39 -2.28
H: 5.50 2.21 -3.86
H: 5.49 -0.26 -3.96
H: 3.99 -1.55 -2.47
Br: -3.73 3.23 0.06
C: -4.55 1.51 -0.01
C: -5.88 1.44 -0.39
C: -6.46 0.18 -0.41
C: -5.69 -0.92 -0.07
C: -4.36 -0.73 0.27
N: -3.79 0.48 0.29
C: -3.53 -1.94 0.63
O: -4.10 -2.97 0.92
O: -2.23 -1.80 0.64
H: -6.43 2.33 -0.64
H: -7.50 0.06 -0.69
H: -6.09 -1.93 -0.06
C: 2.51 1.28 3.38
C: 1.09 0.74 3.27
S: 0.26 1.48 1.82
O: -0.82 0.44 1.50
C: -0.71 2.78 2.62
C: -1.89 2.26 3.42
H: 3.04 0.77 4.19
H: 2.52 2.35 3.60
H: 3.06 1.12 2.46
H: 0.50 0.93 4.16
H: 1.08 -0.33 3.05
H: -1.04 3.41 1.79
H: 0.00 3.35 3.23
H: -2.49 1.59 2.80
H: -2.52 3.09 3.73
H: -1.58 1.71 4.31
O: -3.05 -1.41 -2.20
C: -2.47 -0.36 -2.36
N: -1.29 -0.02 -1.71
S: -0.72 1.46 -2.20
O: 0.43 1.35 -3.05
O: -0.65 2.38 -1.09
C: -2.11 1.83 -3.23
C: -2.35 2.94 -4.01
C: -3.48 2.92 -4.81
C: -4.34 1.82 -4.83
C: -4.07 0.71 -4.05
C: -2.94 0.72 -3.25
H: -1.68 3.79 -3.98
H: -3.70 3.78 -5.44
H: -5.22 1.84 -5.46
H: -4.72 -0.16 -4.05

Calculated values
- frontier orbital gap (eV) = 9.1
- HOMO energy (eV) = -8.895
- spin multiplicity = 1
- strongest force on any atom (eV Å⁻¹) = 0.53
- total energy (Ha) = -7563.507269

(2)
C29H32BrN4 | ωB97M-V with the def2-TZVPD basis set

Atoms and positions in Å:
C: -4.22 -1.83 -3.56
N: -3.42 -1.39 -2.43
C: -2.06 -1.20 -2.44
C: -1.57 -0.81 -1.18
C: -0.30 -0.02 -1.08
C: -0.15 0.57 0.40
C: -0.97 1.65 0.74
C: -0.81 2.39 1.91
C: 0.21 2.00 2.81
N: 0.30 2.61 4.03
C: -0.42 3.85 4.27
C: -1.82 3.83 3.66
C: -1.77 3.49 2.18
C: 1.48 2.39 4.85
C: 1.91 0.93 4.82
C: 2.15 0.47 3.38
C: 1.09 0.94 2.46
C: 0.90 0.27 1.24
C: -2.78 -0.86 -0.30
C: -3.02 -0.46 1.01
C: -4.34 -0.37 1.46
C: -5.42 -0.69 0.61
C: -5.23 -1.09 -0.72
C: -3.91 -1.16 -1.14
H: -5.28 -1.75 -3.27
H: -4.08 -1.18 -4.45
H: -4.03 -2.89 -3.82
H: -1.46 -1.28 -3.33
H: -0.25 0.90 -1.78
H: -1.73 2.01 0.03
H: -0.48 3.99 5.36
H: 0.14 4.70 3.83
H: -2.46 3.10 4.17
H: -2.29 4.81 3.79
H: -1.53 4.39 1.59
H: -2.77 3.19 1.84
H: 2.31 3.03 4.50
H: 1.22 2.69 5.87
H: 2.83 0.81 5.40
H: 1.14 0.28 5.25
H: 3.13 0.82 3.03
H: 2.21 -0.63 3.35
H: 1.63 -0.48 0.93
H: -2.17 -0.23 1.67
H: -4.52 -0.04 2.49
H: -6.45 -0.62 1.02
H: -6.07 -1.31 -1.40
C: 4.63 -2.22 -5.10
N: 4.19 -2.71 -3.81
C: 5.20 -3.52 -3.10
C: 3.18 -2.02 -3.20
C: 2.36 -2.61 -2.18
Br: 2.45 -4.54 -1.73
C: 1.31 -1.88 -1.61
N: 1.05 -0.59 -1.93
C: 1.84 -0.07 -2.95
C: 2.87 -0.71 -3.62
H: 3.84 -1.63 -5.56
H: 5.54 -1.61 -5.03
H: 4.77 -3.09 -5.76
H: 4.96 -3.57 -2.04
H: 5.16 -4.52 -3.57
H: 6.18 -3.03 -3.28
H: 0.60 -2.23 -0.87
H: 1.60 0.95 -3.28
H: 3.41 -0.20 -4.45

Calculated values
- frontier orbital gap (eV) = 6.5
- total charge = +1
- HOMO energy (eV) = -9.528
- spin multiplicity = 1
- strongest force on any atom (eV Å⁻¹) = 3.44
- total energy (Ha) = -3917.041921

(3)
C29H32CsF3NOS3Sb | ωB97M-V with the def2-TZVPD basis set

Atoms and positions in Å:
Cs: 2.02 -1.01 2.11
S: 2.52 -1.86 7.01
C: 3.01 -2.13 5.41
S: 2.23 -3.39 4.47
S: 4.23 -1.18 4.65
C: -2.16 -0.40 0.45
C: -2.39 0.26 -0.90
C: -3.89 0.42 -1.15
C: -1.70 -0.51 -2.03
H: -2.59 0.18 1.27
H: -1.09 -0.51 0.66
H: -2.60 -1.40 0.47
H: -1.97 1.27 -0.85
H: -4.38 -0.56 -1.21
H: -4.07 0.94 -2.10
H: -4.38 0.99 -0.35
H: -2.19 -0.30 -2.98
H: -1.79 -1.60 -1.85
F: -1.29 5.43 -4.84
C: -0.91 4.26 -4.23
C: -1.34 3.07 -4.77
C: -0.95 1.89 -4.13
C: -0.15 1.90 -2.99
C: 0.27 3.14 -2.51
C: -0.12 4.33 -3.10
Sb: 0.53 0.08 -2.00
C: 2.64 0.98 -2.71
C: 2.92 1.40 -4.01
C: 4.13 2.00 -4.37
C: 5.08 2.18 -3.38
F: 6.26 2.77 -3.72
C: 4.86 1.80 -2.08
C: 3.64 1.20 -1.77
C: 0.87 -1.37 -3.60
C: -0.14 -1.87 -4.42
C: 0.10 -2.83 -5.39
C: 1.38 -3.31 -5.53
F: 1.63 -4.26 -6.47
C: 2.42 -2.87 -4.74
C: 2.15 -1.89 -3.79
H: -1.95 3.06 -5.66
H: -1.29 0.95 -4.55
H: 0.93 3.18 -1.64
H: 0.19 5.29 -2.72
H: 2.17 1.27 -4.79
H: 4.33 2.32 -5.38
H: 5.63 1.96 -1.33
H: 3.48 0.90 -0.73
H: -1.16 -1.51 -4.29
H: -0.69 -3.22 -6.03
H: 3.42 -3.27 -4.87
H: 2.97 -1.51 -3.19
O: -0.32 0.04 3.61
C: -0.94 -0.56 4.51
C: -2.32 -0.09 4.92
C: -2.35 0.48 6.35
C: -2.43 -0.58 7.44
C: -1.24 -1.54 7.50
C: -1.05 -2.36 6.23
N: -0.45 -1.62 5.14
H: -3.03 -0.91 4.83
H: -2.60 0.68 4.20
H: -3.22 1.14 6.44
H: -1.47 1.11 6.50
H: -3.35 -1.16 7.30
H: -2.54 -0.08 8.41
H: -1.39 -2.23 8.34
H: -0.31 -1.01 7.69
H: -2.01 -2.80 5.91
H: -0.35 -3.18 6.43
H: 0.51 -1.93 4.91

Calculated values
- frontier orbital gap (eV) = 4.8
- energy relative to the best compared isomer or geometry (same formula, charge and spin) (kcal/mol) = 0.0
- total charge = -2
- HOMO energy (eV) = -0.973
- spin multiplicity = 1
- strongest force on any atom (eV Å⁻¹) = 0.34
- total energy (Ha) = -3008.856953

(4)
C29H32F5NO5S | ωB97M-V with the def2-TZVPD basis set

Atoms and positions in Å:
C: -1.59 -0.50 -1.83
C: -1.30 0.47 -2.98
C: -2.32 1.60 -3.08
O: -3.33 1.29 -4.05
C: -4.63 1.47 -3.62
N: -4.99 0.54 -2.52
C: -5.69 -0.68 -2.97
O: -4.99 -1.24 -4.05
O: -3.98 -2.10 -3.55
S: -5.71 1.25 -1.24
O: -7.13 1.22 -1.36
O: -5.05 2.45 -0.90
F: -5.34 0.19 -0.16
H: -2.66 -0.61 -1.68
H: -1.16 -0.15 -0.89
H: -1.14 -1.47 -2.03
H: -1.27 -0.05 -3.93
H: -0.33 0.94 -2.81
H: -2.76 1.80 -2.10
H: -1.82 2.53 -3.38
H: -4.82 2.50 -3.32
H: -5.27 1.24 -4.47
H: -6.70 -0.47 -3.32
H: -5.68 -1.39 -2.14
H: -4.44 -2.92 -3.32
F: 1.17 -0.22 -1.39
C: 1.93 0.03 -0.30
C: 3.17 -0.56 -0.20
C: 3.94 -0.29 0.93
C: 3.46 0.55 1.92
C: 2.20 1.13 1.79
C: 1.43 0.88 0.66
H: 3.52 -1.22 -0.98
H: 4.92 -0.74 1.03
H: 4.06 0.75 2.79
H: 1.83 1.78 2.56
H: 0.45 1.32 0.54
F: -0.22 2.59 2.58
C: -1.11 2.28 3.54
C: -0.80 1.28 4.44
C: -1.73 0.97 5.43
C: -2.94 1.65 5.50
C: -3.22 2.65 4.58
C: -2.31 2.97 3.59
H: 0.14 0.76 4.37
H: -1.50 0.19 6.15
H: -3.66 1.40 6.27
H: -4.17 3.18 4.62
H: -2.50 3.75 2.86
F: -0.31 -3.60 -3.29
C: -0.10 -3.55 -4.63
C: -0.92 -2.75 -5.40
C: -0.71 -2.71 -6.77
C: 0.31 -3.46 -7.34
C: 1.12 -4.25 -6.54
C: 0.92 -4.30 -5.17
H: -1.72 -2.18 -4.93
H: -1.34 -2.08 -7.38
H: 0.48 -3.42 -8.41
H: 1.91 -4.84 -6.99
H: 1.54 -4.91 -4.53
F: 5.56 0.09 3.98
C: 6.32 0.34 5.07
C: 7.56 -0.26 5.17
C: 8.34 0.01 6.29
C: 7.86 0.85 7.29
C: 6.61 1.43 7.16
C: 5.83 1.18 6.04
H: 7.91 -0.91 4.38
H: 9.31 -0.44 6.38
H: 8.47 1.05 8.16
H: 6.23 2.09 7.94
H: 4.85 1.63 5.92

Calculated values
- frontier orbital gap (eV) = 9.5
- HOMO energy (eV) = -8.962
- spin multiplicity = 1
- strongest force on any atom (eV Å⁻¹) = 0.75
- total energy (Ha) = -2452.585305